The following is a DFT calculation (wB97M-V/def2-TZVPD) of 2 unconnected molecules or ions with the total composition C3H6N3 in a non-equilibrium geometry.

The geometry in XYZ format:
```
12
Properties=species:S:1:pos:R:3:lowdin_charge:R:1
C -1.40 1.30 1.09 -0.001
C -1.85 0.06 0.49 -0.205
C 2.31 -0.09 -0.76 0.388
N -0.08 1.37 0.86 0.034
N -0.67 -0.50 0.01 0.039
N 0.29 0.29 0.33 -0.007
H -2.59 -0.67 1.12 0.221
H -2.53 0.22 -0.33 0.148
H 1.65 -0.64 -1.37 0.010
H 2.52 1.00 -1.01 0.115
H 2.82 -0.88 -0.18 0.083
H -0.47 -1.46 -0.23 0.175
```

Values from the calculation:
energy relative to the best compared isomer or geometry (same formula, charge and spin)	8.307	eV
net charge	+1
highest occupied orbital energy (alpha / beta)	-12.85 / -12.85	eV
E_LUMO (alpha / beta)	-7.21 / -7.21	eV

The following is a DFT calculation (wB97M-V/def2-TZVPD) of a single C8H18O2Si molecule in a non-equilibrium geometry.

The geometry in XYZ format:
```
29
Properties=species:S:1:pos:R:3:lowdin_charge:R:1
O 1.43 -1.32 -1.27 -0.078
O 0.37 0.70 -0.52 -0.145
C 1.22 -0.40 -0.27 -0.319
C 1.81 -0.60 0.99 -0.232
C 1.35 -0.72 -2.58 -0.044
C 2.61 -1.80 1.22 -0.084
C 1.32 0.18 2.26 -0.038
C -2.20 -0.88 -0.36 -0.157
C -1.71 1.42 1.36 -0.168
C -2.09 1.85 -1.62 -0.153
Si -1.31 0.78 -0.30 0.394
H 0.99 -1.52 -3.20 0.087
H 0.67 0.18 -2.65 0.102
H 2.39 -0.50 -2.80 0.090
H 3.31 -1.62 2.04 0.083
H 3.23 -1.95 0.33 0.084
H 2.01 -2.65 1.45 0.077
H 0.77 0.96 1.86 0.008
H 0.64 -0.42 2.96 0.112
H 2.10 0.54 2.82 0.040
H -3.25 -0.84 -0.13 0.033
H -1.97 -1.08 -1.42 0.029
H -1.58 -1.56 0.28 0.047
H -1.30 2.46 1.26 0.054
H -2.76 1.44 1.55 0.032
H -1.21 0.92 2.21 0.036
H -3.19 1.66 -1.62 0.054
H -1.67 1.86 -2.60 0.017
H -1.98 2.90 -1.25 0.041
```

Values from the calculation:
energy relative to the best compared isomer or geometry (same formula, charge and spin)	3.221	eV
highest occupied orbital energy	-7.81	eV
E_LUMO	0.78	eV

The following is a DFT calculation (wB97M-V/def2-TZVPD) of 2 unconnected molecules or ions with the total composition C4H9O3 in a non-equilibrium geometry.

The geometry in XYZ format:
```
16
Properties=species:S:1:pos:R:3:lowdin_charge:R:1
C 0.63 0.56 -0.66 -0.306
O 1.74 1.37 -0.46 -0.165
C -0.16 0.46 0.64 -0.083
C -1.58 0.20 0.70 0.046
C -2.32 -0.79 -0.17 -0.539
O -1.85 -1.07 -1.37 -0.245
H 0.04 0.97 -1.48 0.112
H 0.92 -0.42 -1.05 0.120
H -0.35 -0.60 1.05 0.183
H 0.40 1.08 1.33 0.133
H -2.36 -1.71 0.46 0.129
H -2.09 0.36 1.65 0.114
H -3.39 -0.43 -0.20 0.117
H 3.94 -0.82 0.15 -0.117
H 2.61 0.79 -0.32 -0.040
O 3.81 0.06 -0.26 -0.460
```

Values from the calculation:
energy relative to the best compared isomer or geometry (same formula, charge and spin)	6.389	eV
net charge	-1
highest occupied orbital energy	-3.79	eV
E_LUMO	2.27	eV

The following is a DFT calculation (wB97M-V/def2-TZVPD) of 2 unconnected molecules or ions with the total composition C3H9N2O in a non-equilibrium geometry.

The geometry in XYZ format:
```
15
Properties=species:S:1:pos:R:3:lowdin_charge:R:1
C -1.79 -0.75 0.51 -0.053
C 1.02 1.32 0.18 0.004
C 0.81 -0.04 -0.26 -0.443
N 0.43 -0.32 -1.52 0.212
N 1.14 -0.95 0.64 0.190
O -2.51 0.01 -0.17 -0.030
H -2.17 -1.40 1.32 0.039
H 0.42 1.71 1.07 0.147
H 0.69 1.96 -0.53 0.053
H 2.00 1.62 0.47 0.104
H 0.34 -1.35 -1.74 0.167
H 0.12 0.26 -2.28 0.140
H -3.54 0.27 -0.05 0.201
H 1.68 -0.44 1.35 0.146
H 1.44 -1.88 0.49 0.121
```

Values from the calculation:
energy relative to the best compared isomer or geometry (same formula, charge and spin)	4.552	eV
net charge	+1
highest occupied orbital energy	-11.73	eV
E_LUMO	-3.30	eV

The following is a DFT calculation (wB97M-V/def2-TZVPD) of a single C4H5ClN2S molecule in a non-equilibrium geometry.

The geometry in XYZ format:
```
13
Properties=species:S:1:pos:R:3:lowdin_charge:R:1
C 0.65 -1.21 0.23 -0.201
C 2.20 -0.40 1.55 -0.453
C 0.36 0.11 0.08 -0.479
C -0.80 0.80 -0.80 -0.605
N 1.72 -1.47 1.02 -0.001
N -2.12 0.54 -0.49 0.018
S 1.41 1.12 1.11 1.007
Cl -0.52 0.18 -2.65 0.358
H 0.12 -1.94 -0.18 0.071
H 2.90 -0.32 2.31 0.044
H -0.72 1.86 -0.98 0.079
H -2.80 1.10 -0.95 0.084
H -2.40 -0.37 -0.24 0.078
```

Values from the calculation:
energy relative to the best compared isomer or geometry (same formula, charge and spin)	0.737	eV
highest occupied orbital energy	-9.51	eV
E_LUMO	0.54	eV

The following is a DFT calculation (wB97M-V/def2-TZVPD) of 2 unconnected molecules or ions with the total composition C2H3BrClNO3 in a non-equilibrium geometry.

The geometry in XYZ format:
```
11
Properties=species:S:1:pos:R:3:lowdin_charge:R:1
C 0.51 -0.09 0.10 -0.258
C -0.66 -0.41 0.74 -0.640
N -1.84 -0.56 -0.05 -0.424
O -2.74 -1.06 0.56 0.030
O -1.92 -0.18 -1.21 0.055
O 0.68 0.10 -1.17 0.029
Cl 2.67 2.14 -0.08 0.326
Br -0.78 -0.78 2.54 0.861
H 2.78 0.82 -0.28 -0.176
H 1.43 -0.03 0.62 0.059
H -0.13 0.03 -1.76 0.138
```

Values from the calculation:
energy relative to the best compared isomer or geometry (same formula, charge and spin)	0.175	eV
highest occupied orbital energy	-9.65	eV
E_LUMO	-0.51	eV

The following is a DFT calculation (wB97M-V/def2-TZVPD) of a molecular structure, C11H20N2O4Ti in a non-equilibrium geometry.

The geometry in XYZ format:
```
38
Properties=species:S:1:pos:R:3:lowdin_charge:R:1
Ti 0.00 0.00 0.05 1.179
C -1.20 2.39 -0.86 -0.025
C -2.26 1.34 -1.20 -0.033
O -1.87 0.08 -0.53 -0.255
C -2.49 -1.18 -0.99 -0.021
C -1.39 -2.25 -1.27 -0.013
O -0.11 -1.67 -0.83 -0.270
C 1.18 -2.40 -0.86 -0.027
C 2.25 -1.35 -1.20 -0.032
O 1.86 -0.08 -0.54 -0.255
C 2.47 1.18 -1.01 -0.021
C 1.37 2.24 -1.28 -0.013
O 0.09 1.67 -0.82 -0.270
H -1.36 2.84 0.11 0.153
H -1.18 3.16 -1.62 0.165
H -2.29 1.15 -2.27 0.154
H -3.24 1.66 -0.85 0.165
H -3.05 -0.98 -1.90 0.150
H -3.17 -1.51 -0.22 0.149
H -1.31 -2.48 -2.33 0.154
H -1.57 -3.16 -0.71 0.155
H 1.16 -3.17 -1.63 0.165
H 1.33 -2.85 0.11 0.153
H 2.29 -1.16 -2.27 0.154
H 3.22 -1.67 -0.85 0.164
H 3.03 0.97 -1.92 0.150
H 3.16 1.51 -0.25 0.148
H 1.27 2.46 -2.34 0.154
H 1.56 3.16 -0.74 0.155
N 0.60 0.30 4.14 0.142
C -0.63 -0.32 4.11 0.009
C -0.94 -0.47 2.81 -0.065
N 0.11 0.06 2.03 -0.077
C 1.03 0.52 2.91 -0.088
H 1.11 0.56 4.98 0.201
H -1.17 -0.59 5.01 0.156
H -1.82 -0.91 2.38 0.126
H 1.97 0.98 2.67 0.160
```

Values from the calculation:
net charge	+3
highest occupied orbital energy (alpha / beta)	-19.65 / -19.68	eV
spin multiplicity	2
E_LUMO (alpha / beta)	-10.18 / -9.87	eV